Entry 1:
Below is C58H50F9N5OPRuTe as an isolated structure, with properties calculated with ωB97M-V with the def2-TZVPD basis set.

Output
HOMO-LUMO gap (alpha / beta) in eV: 6.59 / 6.05
Net charge: +2
2S+1: 2
Lowest unoccupied orbital energy (alpha / beta) in eV: -6.26 / -7.20
Expectation value of S²: 0.794
E_tot in a.u.: -4191.8555

Each line ends with the Löwdin charge.
CARTESIAN COORDINATES (ANGSTROEM)
Ru: -0.40 -0.66 0.28  1.000
C: 3.59 1.02 -3.29  -0.031
C: 4.02 1.43 -2.03  -0.040
C: 3.40 0.96 -0.89  -0.024
C: 2.31 0.07 -0.99  -0.254
C: 1.85 -0.28 -2.27  -0.013
C: 2.50 0.17 -3.40  -0.049
N: 1.63 -0.43 0.11  0.010
C: 2.24 -0.56 1.34  -0.235
C: 3.62 -0.71 1.58  -0.023
C: 4.08 -0.87 2.87  -0.030
C: 3.21 -0.90 3.96  -0.029
C: 1.84 -0.80 3.76  0.015
C: 1.38 -0.65 2.46  -0.193
N: 0.01 -0.60 2.12  -0.138
N: -0.85 -0.44 3.03  0.143
C: -2.14 -0.41 2.51  -0.327
C: -3.20 -0.24 3.40  0.024
C: -4.48 -0.24 2.89  -0.017
C: -4.67 -0.41 1.53  -0.018
C: -3.56 -0.56 0.71  -0.114
N: -2.31 -0.57 1.18  -0.025
H: 4.10 1.38 -4.17  0.120
H: 4.85 2.13 -1.94  0.120
H: 3.73 1.31 0.08  0.110
H: 1.00 -0.95 -2.35  0.089
H: 2.15 -0.14 -4.37  0.096
H: 4.31 -0.76 0.75  0.121
H: 5.15 -1.00 3.03  0.125
H: 3.60 -1.03 4.96  0.122
H: 1.14 -0.86 4.58  0.123
H: -2.98 -0.12 4.45  0.131
H: -5.33 -0.11 3.55  0.127
H: -5.66 -0.41 1.09  0.123
H: -3.68 -0.67 -0.36  0.096
C: 0.96 2.82 1.07  0.018
C: -0.03 2.37 0.04  -0.605
O: -0.42 3.44 -0.78  -0.391
N: -0.57 1.27 -0.18  -0.115
Te: -1.91 2.74 -1.86  1.982
C: -2.45 4.60 -2.72  -0.321
C: -1.99 5.90 -2.47  -0.274
C: -0.85 6.30 -1.57  -0.041
C: -2.62 6.95 -3.13  0.000
C: -3.67 6.78 -4.01  -0.238
C: -4.32 7.94 -4.70  -0.028
C: -4.13 5.48 -4.22  -0.001
C: -3.54 4.39 -3.60  -0.311
C: -4.14 3.03 -3.87  -0.089
C: -0.86 1.84 -3.44  -0.306
C: -1.10 0.47 -3.63  -0.312
C: -1.85 -0.38 -2.64  -0.089
C: -0.55 -0.16 -4.75  -0.012
C: 0.23 0.54 -5.66  -0.269
C: 0.80 -0.13 -6.88  -0.025
C: 0.51 1.88 -5.40  0.001
C: -0.02 2.56 -4.30  -0.249
C: 0.34 4.01 -4.13  -0.025
H: 0.82 3.87 1.33  0.094
H: 1.98 2.71 0.69  0.076
H: 0.86 2.20 1.96  0.078
H: -0.39 5.48 -1.03  0.039
H: -1.20 7.03 -0.84  0.097
H: -0.07 6.79 -2.15  0.098
H: -2.26 7.96 -2.94  0.131
H: -3.82 8.88 -4.46  0.082
H: -5.37 8.03 -4.41  0.093
H: -4.29 7.81 -5.78  0.092
H: -4.96 5.31 -4.90  0.130
H: -4.87 3.10 -4.68  0.092
H: -4.68 2.63 -3.00  0.079
H: -3.41 2.29 -4.20  0.058
H: -2.68 0.14 -2.16  0.030
H: -1.15 -0.69 -1.85  0.015
H: -2.22 -1.29 -3.10  0.089
H: -0.75 -1.21 -4.90  0.131
H: 0.55 -1.19 -6.90  0.085
H: 1.88 -0.03 -6.91  0.090
H: 0.40 0.33 -7.78  0.097
H: 1.15 2.43 -6.08  0.135
H: 1.21 4.25 -4.74  0.092
H: 0.58 4.25 -3.09  0.073
H: -0.48 4.66 -4.44  0.090
F: -4.70 -5.50 -4.14  0.146
C: -3.85 -6.29 -3.46  -0.590
F: -4.58 -7.13 -2.71  0.165
F: -3.17 -7.03 -4.35  0.156
C: -2.91 -5.48 -2.60  -0.096
C: -1.69 -6.02 -2.22  0.024
C: -0.84 -5.30 -1.41  -0.058
C: -1.20 -4.03 -0.97  -0.337
C: -2.43 -3.50 -1.34  -0.092
C: -3.29 -4.23 -2.15  0.010
P: -0.18 -3.11 0.22  1.056
C: 1.54 -3.54 -0.22  -0.352
C: 2.55 -3.52 0.73  -0.092
C: 3.88 -3.66 0.34  0.003
C: 4.19 -3.81 -1.00  -0.098
C: 3.19 -3.85 -1.96  0.018
C: 1.87 -3.71 -1.56  -0.084
C: 5.64 -3.95 -1.40  -0.587
F: 5.81 -3.74 -2.71  0.151
F: 6.40 -3.05 -0.74  0.142
F: 6.11 -5.16 -1.10  0.167
C: -0.53 -4.02 1.76  -0.324
C: -1.66 -3.65 2.48  -0.079
C: -2.04 -4.35 3.62  0.016
C: -1.29 -5.43 4.04  -0.098
C: -0.17 -5.83 3.31  0.019
C: 0.20 -5.14 2.18  -0.054
C: -1.67 -6.21 5.27  -0.590
F: -0.63 -6.31 6.11  0.156
F: -2.05 -7.46 4.95  0.164
F: -2.68 -5.63 5.93  0.149
H: -1.41 -7.01 -2.57  0.136
H: 0.11 -5.74 -1.11  0.117
H: -2.73 -2.53 -0.98  0.061
H: -4.26 -3.82 -2.44  0.129
H: 2.33 -3.37 1.78  0.113
H: 4.67 -3.63 1.08  0.136
H: 3.44 -3.98 -3.00  0.131
H: 1.09 -3.74 -2.32  0.109
H: -2.28 -2.84 2.13  0.081
H: -2.92 -4.05 4.17  0.127
H: 0.39 -6.70 3.63  0.138
H: 1.06 -5.48 1.61  0.109

Entry 2:
Below is C2H5NS2 as an isolated structure at a distorted geometry, with properties calculated with ωB97M-V with the def2-TZVPD basis set.

Output
HOMO-LUMO gap in eV: 8.17
Lowest unoccupied orbital energy in eV: -0.45
Energy above the lowest of the compared OMol25 structures with the same formula, charge and spin in kJ/mol: 410.9
E_tot in a.u.: -930.1830

Each line ends with the Löwdin charge.
CARTESIAN COORDINATES (ANGSTROEM)
C: 0.81 0.19 0.26  -0.937
C: -0.73 0.27 0.60  -0.511
H: 2.28 -1.10 -0.48  0.200
H: 0.52 -1.53 -0.80  0.074
H: -0.88 -0.77 1.46  0.159
H: -1.20 1.42 1.23  0.164
H: -1.89 1.16 -1.90  -0.081
N: 1.16 -1.13 -0.04  -0.017
S: 1.72 1.64 0.79  0.488
S: -1.79 -0.15 -1.13  0.461

Entry 3:
Below is a 3-piece molecular cluster, C5H9NO2Se overall at a distorted geometry, with properties calculated with ωB97M-V with the def2-TZVPD basis set.

Output
HOMO-LUMO gap in eV: 7.84
Lowest unoccupied orbital energy in eV: -0.23
SMILES: CC=[Se].O=C=O.C=CN
Energy above the lowest of the compared OMol25 structures with the same formula, charge and spin in kJ/mol: 163.5
E_tot in a.u.: -2802.5184

Each line ends with the Löwdin charge.
CARTESIAN COORDINATES (ANGSTROEM)
C: 4.71 0.24 -2.33  -0.513
C: -0.29 -0.08 1.42  -0.037
C: 0.14 0.94 0.69  -0.380
C: 1.49 -0.98 -1.61  -0.622
C: 2.57 -1.70 -0.90  -0.176
N: 1.43 1.28 0.57  -0.014
O: 4.86 0.09 -1.18  0.143
O: 4.67 0.35 -3.47  0.185
Se: 1.63 0.68 -2.22  0.814
H: 0.47 -0.64 2.03  0.073
H: -1.38 -0.14 1.49  0.046
H: -0.56 1.55 0.02  0.133
H: 0.48 -1.29 -1.56  0.007
H: 3.30 -0.97 -0.48  0.054
H: 3.16 -2.31 -1.55  0.074
H: 2.04 -2.31 -0.19  0.070
H: 1.68 2.20 0.35  0.071
H: 2.14 0.89 1.08  0.070

Entry 4:
Below is one molecule with the formula C4H7NO4 at a distorted geometry, with properties calculated with ωB97M-V with the def2-TZVPD basis set.

Output
HOMO-LUMO gap in eV: 10.13
Lowest unoccupied orbital energy in eV: -0.27
SMILES: CC(=O)OCC[N+](=O)[O-]
Energy above the lowest of the compared OMol25 structures with the same formula, charge and spin in kJ/mol: 423.7
E_tot in a.u.: -512.2211

Each line ends with the Löwdin charge.
CARTESIAN COORDINATES (ANGSTROEM)
C: 2.25 -0.78 -0.47  0.029
C: 1.14 -0.15 0.36  -0.542
C: -0.65 1.33 0.31  -0.170
C: -1.81 0.55 -0.24  -0.059
H: 2.88 -0.06 -0.99  0.089
H: 1.78 -1.51 -1.12  0.083
H: 2.85 -1.25 0.31  0.086
H: -0.68 1.24 1.40  0.132
H: -0.69 2.43 0.16  0.147
H: -2.79 0.83 0.25  0.160
H: -1.90 0.65 -1.36  0.148
N: -1.52 -0.89 -0.07  -0.362
O: 0.96 -0.57 1.49  0.099
O: 0.64 0.99 -0.14  0.014
O: -0.85 -1.40 -0.96  0.073
O: -1.61 -1.40 1.07  0.073

Entry 5:
Below is C30H35N7O4 as an isolated structure at a distorted geometry, with properties calculated with ωB97M-V with the def2-TZVPD basis set.

Output
HOMO-LUMO gap in eV: 6.11
Lowest unoccupied orbital energy in eV: -1.09
Energy above the lowest of the compared OMol25 structures with the same formula, charge and spin in kJ/mol: 181.5
E_tot in a.u.: -1848.2862

Each line ends with the Löwdin charge.
CARTESIAN COORDINATES (ANGSTROEM)
C: -2.19 -0.99 5.10  -0.047
O: -3.13 -1.71 4.27  -0.067
C: -2.86 -1.82 2.95  -0.192
C: -1.74 -1.30 2.30  0.011
C: -1.27 -1.92 1.15  -0.226
C: 0.13 -1.63 0.67  -0.071
C: 1.08 -2.78 1.06  -0.142
C: 1.30 -2.90 2.57  -0.362
O: 0.45 -3.16 3.43  0.078
N: 2.63 -2.71 2.80  -0.037
C: 3.17 -2.69 4.14  -0.011
C: 3.44 -2.41 1.62  -0.458
C: 3.95 -0.97 1.68  0.007
C: 4.62 -3.40 1.54  0.007
N: 2.44 -2.61 0.55  0.038
C: 2.68 -2.43 -0.76  0.025
C: 3.95 -2.10 -1.26  -0.079
C: 4.18 -2.02 -2.61  -0.009
C: 5.40 -1.69 -3.23  -0.181
C: 5.57 -1.64 -4.66  0.004
C: 6.82 -1.40 -5.22  -0.072
C: 7.93 -1.18 -4.40  -0.071
C: 7.80 -1.20 -3.01  -0.084
C: 6.56 -1.44 -2.44  -0.019
C: -2.04 -2.88 0.49  0.021
C: -3.25 -3.31 1.05  -0.193
O: -4.00 -4.36 0.62  -0.077
C: -3.70 -4.96 -0.66  -0.052
C: -3.71 -2.71 2.25  -0.156
O: -4.85 -3.17 2.84  -0.086
C: -4.74 -4.35 3.68  -0.031
H: -2.62 -1.02 6.10  0.091
H: -1.21 -1.49 5.10  0.090
H: -2.09 0.05 4.76  0.091
H: -1.16 -0.50 2.77  0.117
H: 0.17 -1.51 -0.43  0.102
H: 0.52 -0.70 1.13  0.134
H: 0.66 -3.74 0.70  0.175
H: 2.36 -2.91 4.85  0.097
H: 3.96 -3.44 4.24  0.093
H: 3.59 -1.70 4.38  0.094
H: 3.12 -0.28 1.91  0.100
H: 4.71 -0.87 2.47  0.088
H: 4.40 -0.66 0.74  0.072
H: 4.28 -4.41 1.81  0.102
H: 5.04 -3.44 0.54  0.072
H: 5.40 -3.10 2.24  0.091
H: 1.82 -2.49 -1.43  0.125
H: 4.78 -1.95 -0.58  0.055
H: 3.28 -2.49 -3.28  -0.046
H: 4.70 -1.76 -5.31  0.091
H: 6.93 -1.37 -6.30  0.107
H: 8.91 -0.99 -4.83  0.102
H: 8.65 -1.02 -2.35  0.105
H: 6.45 -1.42 -1.35  0.103
H: -1.68 -3.32 -0.45  0.118
H: -4.51 -5.67 -0.82  0.091
H: -3.69 -4.21 -1.46  0.098
H: -2.74 -5.50 -0.62  0.092
H: -5.75 -4.50 4.06  0.089
H: -4.42 -5.20 3.07  0.085
H: -4.04 -4.16 4.50  0.087
N: -1.19 -1.01 -6.53  0.147
C: -0.58 -0.93 -5.33  -0.360
N: -0.87 -0.03 -4.39  0.096
C: -0.12 0.01 -3.25  -0.188
N: 0.96 -0.77 -2.94  0.087
C: 1.28 -1.63 -3.88  -0.306
C: 0.51 -1.80 -5.08  -0.199
N: 1.27 -2.47 -6.01  0.070
C: 2.42 -2.82 -5.37  -0.183
N: 2.46 -2.32 -4.09  0.047
H: -0.88 -1.70 -7.21  0.101
H: -2.00 -0.45 -6.71  0.098
H: -0.38 0.74 -2.48  0.095
H: 3.23 -3.41 -5.80  0.111

Entry 6:
Below is one molecule with the formula C6H7ClS at a distorted geometry, with properties calculated with ωB97M-V with the def2-TZVPD basis set.

Output
HOMO-LUMO gap in eV: 9.24
Lowest unoccupied orbital energy in eV: 0.67
SMILES: ClCC1=C[C@H]2C[C@@H]2S1
Energy above the lowest of the compared OMol25 structures with the same formula, charge and spin in kJ/mol: 363.7
E_tot in a.u.: -1091.0402

Each line ends with the Löwdin charge.
CARTESIAN COORDINATES (ANGSTROEM)
C: 1.74 0.61 0.24  -0.683
C: 0.35 0.10 -0.12  -0.503
C: -0.22 -1.17 -0.09  -0.077
C: -1.69 -1.06 -0.44  -0.261
C: -3.12 -0.93 0.23  -0.054
C: -2.09 0.19 0.39  -0.543
H: 1.79 1.59 -0.34  0.084
H: 1.70 0.80 1.39  0.107
H: 0.37 -2.03 0.02  0.081
H: -1.74 -0.88 -1.50  0.118
H: -3.86 -1.02 -0.56  0.081
H: -3.56 -1.30 1.24  0.134
H: -1.91 0.17 1.44  0.066
S: -0.94 1.51 -0.18  0.877
Cl: 3.09 -0.46 0.00  0.573